# 1
Entry from the Open Molecules 2025 dataset: a structure of composition C57H43F15GeN6O6P2PdS2Se4 in a non-equilibrium geometry (ωB97M-V/def2-TZVPD).

Results
HOMO-LUMO gap ... 0.2094 hartree
Energy relative to the best compared isomer or geometry (same formula, charge and spin) ... 143.9 kJ/mol
E_HOMO ... -8.2 eV
Total energy ... -17765.34906 hartree
LUMO level ... -0.0913 Eh

```
137
Properties=species:S:1:pos:R:3:forces:R:3
Pd -0.1816 0.1906 0.1162 -0.1 -0.7 0.4
O -1.6591 4.2204 -3.9782 0.0 0.0 0.0
C -2.3105 3.5848 -2.8776 0.0 -0.1 0.2
C -1.3750 3.5250 -1.6627 0.2 0.2 -0.2
C -0.9083 4.9488 -1.2879 -0.1 -0.1 0.1
O 0.0416 5.5088 -2.1660 0.1 0.0 0.0
C -0.1299 2.6954 -1.9883 -0.3 -0.1 0.0
Se -0.4699 0.7841 -2.2632 -0.1 0.0 0.8
C -2.2108 2.9651 -0.5107 0.2 -0.2 0.1
Se -1.1892 2.3866 1.0478 0.7 -0.4 -0.7
H -1.8858 3.7649 -4.7909 0.0 0.0 0.0
H -2.6113 2.5664 -3.1388 0.0 0.0 0.0
H -3.2081 4.1538 -2.6094 0.0 0.0 0.0
H -0.4337 4.9042 -0.3041 0.0 0.0 0.0
H -1.7990 5.5902 -1.2088 0.0 0.0 0.0
H -0.3200 5.4632 -3.0596 0.0 0.0 0.0
H 0.6148 2.7644 -1.1975 0.1 0.1 -0.1
H 0.3144 3.0676 -2.9092 0.1 -0.1 0.0
H -2.7807 2.0944 -0.8231 -0.1 0.0 -0.1
H -2.9130 3.7208 -0.1519 0.0 0.0 0.1
Se 6.5410 -2.3085 0.5927 -0.3 0.2 -0.1
P 5.8410 -0.3026 0.5577 0.4 -0.4 -0.1
C 6.6460 0.6555 -0.7624 0.0 0.0 0.2
C 7.5224 1.6997 -0.4949 -0.1 0.0 0.0
C 8.1460 2.3586 -1.5457 0.0 0.0 0.0
C 7.8937 1.9794 -2.8538 0.0 0.0 0.0
C 7.0082 0.9435 -3.1214 0.0 0.0 0.0
C 6.3856 0.2806 -2.0780 0.0 0.1 0.0
C 6.2724 0.4646 2.1471 -0.1 0.0 -0.1
C 7.6055 0.3337 2.5376 -0.1 0.0 0.1
C 8.0158 0.8092 3.7712 0.0 0.0 0.0
C 7.0931 1.3959 4.6271 0.0 0.0 0.1
C 5.7671 1.5216 4.2444 0.0 0.0 0.0
C 5.3515 1.0576 3.0027 0.0 0.0 0.0
C 4.0992 0.0542 0.2442 -0.4 -0.1 0.0
C 2.9260 -0.5817 -0.1959 0.1 0.1 0.1
N 2.0096 0.4147 -0.2935 -1.1 0.0 0.3
N 2.5557 1.5552 0.0537 -0.1 0.2 0.0
N 3.8030 1.3659 0.3833 0.2 0.1 -0.2
P 2.3794 -2.2419 -0.6140 0.6 -0.1 0.0
Se 0.2351 -2.3457 -0.6161 -0.4 0.9 0.2
C 3.0260 -2.7854 -2.2207 -0.1 0.0 0.2
C 2.1640 -2.9964 -3.2921 -0.1 0.1 0.0
C 2.6600 -3.4995 -4.4851 0.0 0.0 -0.1
C 4.0105 -3.7894 -4.6142 0.0 0.0 0.0
C 4.8720 -3.5703 -3.5477 0.0 0.0 0.0
C 4.3825 -3.0741 -2.3509 0.1 0.0 0.1
C 3.0015 -3.3565 0.6584 0.0 0.1 -0.1
C 3.3107 -4.6758 0.3490 0.0 0.1 0.0
C 3.7239 -5.5314 1.3566 0.0 -0.1 0.0
C 3.8011 -5.0800 2.6659 0.0 0.0 0.0
C 3.4575 -3.7723 2.9763 0.0 0.0 0.0
C 3.0580 -2.9065 1.9744 0.0 0.0 0.0
H 7.7102 2.0023 0.5260 0.0 0.0 0.0
H 8.8298 3.1708 -1.3351 0.0 0.0 0.0
H 8.3869 2.4925 -3.6694 0.0 0.0 0.0
H 6.8047 0.6489 -4.1429 0.0 0.0 0.0
H 5.6979 -0.5295 -2.2847 0.0 -0.1 0.0
H 8.3086 -0.1627 1.8811 0.0 0.0 0.0
H 9.0517 0.7085 4.0672 0.0 0.0 0.0
H 7.4040 1.7510 5.6013 0.0 0.0 0.0
H 5.0701 1.9850 4.9322 0.1 -0.1 0.0
H 4.3218 1.1605 2.6836 0.1 0.0 0.1
H 1.1095 -2.7737 -3.1888 0.0 0.0 0.0
H 1.9859 -3.6771 -5.3128 0.0 0.0 0.0
H 4.3913 -4.1959 -5.5423 0.0 0.0 0.0
H 5.9265 -3.7998 -3.6340 0.0 0.0 0.0
H 5.0534 -2.9392 -1.5101 0.0 0.0 0.0
H 3.2440 -5.0220 -0.6745 0.0 0.0 0.0
H 3.9851 -6.5537 1.1167 0.0 0.0 0.0
H 4.1316 -5.7500 3.4488 0.0 0.0 0.0
H 3.5117 -3.4254 4.0001 0.0 0.0 0.0
H 2.8025 -1.8793 2.2052 0.0 0.0 0.0
C 3.5126 5.0187 6.7869 0.0 -0.1 0.1
C 3.0189 3.8141 5.9958 0.0 -0.3 0.4
S 3.0547 2.3954 7.1138 0.0 -0.2 -0.4
O 4.4355 2.1236 7.4163 0.1 0.0 0.0
O 2.1229 2.6341 8.1806 -0.2 0.0 0.0
C 2.4647 0.9866 6.1476 0.0 0.5 0.2
C 0.9995 1.1174 5.7341 0.1 0.1 0.1
N 0.7303 0.3554 4.5187 0.0 0.0 0.1
C 0.9663 0.8174 3.2727 0.0 -0.2 0.0
N 0.6478 -0.1027 2.3590 -0.5 0.3 -0.2
C 0.1676 -1.1779 3.0329 0.0 -0.3 0.4
C 0.2179 -0.9229 4.3729 0.2 0.1 -0.5
N -0.0918 -1.8215 5.4315 -0.1 -0.2 0.2
O 0.2016 -1.4949 6.5748 0.0 0.0 -0.1
O -0.6191 -2.8694 5.1200 0.1 0.1 0.0
C 1.5263 2.1684 3.0203 0.0 0.0 0.0
H 3.5085 5.9098 6.1625 0.0 0.0 0.0
H 4.5273 4.8405 7.1406 0.0 0.1 0.0
H 2.8722 5.1857 7.6519 0.0 0.1 0.0
H 3.6742 3.5763 5.1578 -0.1 0.0 0.0
H 1.9911 3.9467 5.6589 0.0 0.0 -0.1
H 2.6209 0.1264 6.7984 0.1 0.0 0.0
H 3.1368 0.9127 5.2919 0.0 -0.1 0.0
H 0.7345 2.1560 5.5395 0.0 -0.1 -0.1
H 0.3628 0.7488 6.5266 -0.1 0.0 0.0
H -0.1683 -2.0806 2.5481 0.0 0.1 0.0
H 2.4816 2.2994 3.5315 0.0 0.0 0.0
H 0.8387 2.9437 3.3661 0.0 0.0 0.0
H 1.6906 2.3050 1.9568 0.0 0.0 0.0
F -5.6817 -0.2245 1.5429 -0.1 0.1 0.1
C -5.6986 -1.3666 2.2476 0.2 -0.2 -0.1
C -4.8761 -2.4064 1.8409 0.3 0.3 0.0
C -4.9407 -3.5822 2.5674 -0.1 0.2 -0.1
F -4.2213 -4.6461 2.2026 0.0 -0.1 0.1
C -5.7747 -3.7137 3.6651 0.0 0.0 0.0
F -5.8206 -4.8542 4.3488 0.0 0.0 0.0
C -6.5712 -2.6492 4.0507 0.1 0.0 -0.1
F -7.3715 -2.7689 5.1004 -0.1 0.0 0.1
C -6.5426 -1.4628 3.3355 0.0 0.0 0.0
F -7.3173 -0.4452 3.7017 0.0 0.0 0.0
Ge -3.6862 -1.9985 0.3074 -0.5 -1.0 -0.7
S -2.4014 -0.4365 1.0964 0.9 0.7 -0.5
C -5.0021 -1.5767 -1.1383 0.3 -0.1 0.2
C -4.7698 -0.6139 -2.0962 -0.1 -0.1 0.1
F -3.6337 0.0817 -2.0539 0.2 0.2 -0.1
C -5.6567 -0.3434 -3.1216 0.0 0.0 0.0
F -5.3945 0.6106 -4.0170 0.0 0.0 0.0
C -6.8228 -1.0820 -3.2104 0.1 0.0 0.0
F -7.6863 -0.8462 -4.1898 -0.1 0.0 0.0
C -7.0817 -2.0744 -2.2793 0.0 0.0 0.1
F -8.1944 -2.7996 -2.3777 0.0 0.0 0.0
C -6.1757 -2.3013 -1.2598 0.2 0.1 0.0
F -6.4378 -3.2829 -0.3862 -0.1 -0.1 -0.1
C -2.7844 -3.6820 -0.2582 0.0 0.3 0.2
C -1.9005 -4.2454 0.6509 -0.2 0.0 -0.2
F -1.7274 -3.6402 1.8326 0.1 -0.2 0.1
C -1.1752 -5.3869 0.3772 -0.1 0.1 0.1
F -0.3095 -5.8800 1.2580 0.0 0.0 0.0
C -1.3378 -6.0006 -0.8536 -0.1 0.1 0.0
F -0.6432 -7.0907 -1.1485 0.1 -0.1 0.0
C -2.2156 -5.4712 -1.7834 0.0 0.1 0.0
F -2.3689 -6.0663 -2.9656 0.0 0.0 0.0
C -2.9180 -4.3169 -1.4818 0.1 0.1 0.2
F -3.7233 -3.8234 -2.4280 -0.1 0.0 -0.1
```
Forces are in eV/Å.

Here are the Löwdin charges for atoms 1 to 4, given in e: number 1, Pd, carries 0.30; number 2, O, carries -0.05; number 3, C, carries -0.21; number 4, C, carries -0.59



# 2
Entry from the Open Molecules 2025 dataset: a structure of composition C57H43F3IrO3P2S2Sb in a non-equilibrium geometry (ωB97M-V/def2-TZVPD).

Results
Net charge ... +1
HOMO-LUMO gap (alpha / beta) ... 0.2710 / 0.2470 hartree
Spin multiplicity ... 2
Energy relative to the best compared isomer or geometry (same formula, charge and spin) ... 30.4 kJ/mol
E_HOMO (alpha / beta) ... -10.0 / -10.7 eV
Total energy ... -4546.72574 hartree
LUMO level (alpha / beta) ... -0.0955 / -0.1445 Eh

```
112
Properties=species:S:1:pos:R:3:forces:R:3
Ir 0.0639 -0.2113 -0.5419 0.9 0.2 0.7
S -0.2706 1.7671 -1.8303 0.0 0.2 -0.3
P -1.5730 2.1078 -0.3002 -0.4 0.0 0.1
C -0.8425 1.0041 0.7891 -0.6 0.1 0.3
P 0.2983 1.2064 2.0531 0.0 0.2 0.2
S 1.8122 0.2371 1.1047 0.1 0.2 -0.1
C -0.2138 0.4022 3.5785 -0.1 0.0 0.0
C 0.5675 -0.5631 4.2008 0.1 0.0 0.0
C 0.0937 -1.2087 5.3354 0.0 0.0 0.0
C -1.1536 -0.8867 5.8477 0.0 0.0 0.0
C -1.9345 0.0853 5.2316 0.0 0.0 0.0
C -1.4699 0.7236 4.0947 0.0 0.0 0.0
C 0.7621 2.8907 2.4609 0.0 0.0 0.0
C 0.6021 3.4366 3.7312 0.0 0.0 0.0
C 0.9803 4.7506 3.9681 0.0 0.0 0.0
C 1.5230 5.5111 2.9441 0.0 0.0 0.0
C 1.6968 4.9643 1.6775 0.0 0.0 0.0
C 1.3190 3.6574 1.4341 0.0 0.0 0.0
C -3.2213 1.5249 -0.7202 0.0 0.0 -0.1
C -3.9041 2.1089 -1.7866 0.0 0.1 0.0
C -5.1592 1.6440 -2.1346 0.0 0.0 0.0
C -5.7347 0.5977 -1.4204 0.0 0.0 0.0
C -5.0591 0.0200 -0.3576 0.0 0.0 0.0
C -3.7985 0.4844 -0.0062 0.0 -0.1 0.0
C -1.7674 3.8174 0.2028 0.1 0.1 -0.2
C -1.1238 4.8425 -0.4794 0.0 0.0 0.0
C -1.2897 6.1564 -0.0653 0.0 0.0 0.0
C -2.0797 6.4378 1.0383 0.0 0.0 0.0
C -2.7231 5.4126 1.7232 0.0 0.0 0.0
C -2.5801 4.1037 1.2990 0.0 0.0 0.0
H 1.5396 -0.8206 3.7972 0.0 0.0 0.0
H 0.7012 -1.9629 5.8175 0.0 0.0 0.0
H -1.5213 -1.3949 6.7292 0.0 0.0 0.0
H -2.9070 0.3370 5.6336 0.0 0.0 0.0
H -2.0903 1.4631 3.5994 0.0 0.0 0.0
H 0.1894 2.8427 4.5360 0.0 0.0 0.0
H 0.8571 5.1771 4.9544 0.0 0.0 0.0
H 1.8218 6.5339 3.1333 0.0 0.0 0.0
H 2.1287 5.5587 0.8831 0.0 0.0 0.0
H 1.4598 3.2254 0.4478 0.0 0.0 0.0
H -3.4548 2.9195 -2.3498 0.0 0.0 0.0
H -5.6894 2.0912 -2.9645 0.0 0.0 0.0
H -6.7136 0.2318 -1.7011 0.0 0.0 0.0
H -5.4980 -0.7996 0.1961 0.0 0.0 0.0
H -3.2574 0.0219 0.8085 0.0 0.0 0.0
H -0.4836 4.6147 -1.3242 0.0 0.0 0.0
H -0.7956 6.9577 -0.5983 0.0 0.0 0.0
H -2.2034 7.4620 1.3648 0.0 0.0 0.0
H -3.3470 5.6398 2.5772 0.0 0.0 0.0
H -3.1107 3.3078 1.8111 0.0 0.0 0.0
O -0.2276 -1.8351 0.7683 0.2 -0.5 -0.3
C -1.0736 -2.9127 0.2329 -0.1 0.0 0.0
C -1.3682 -2.6024 -1.2647 0.0 0.6 -0.3
O -1.9256 -3.4025 -1.9696 0.0 -0.2 0.2
O -1.0157 -1.4115 -1.7298 -0.4 -0.2 0.2
C -2.3833 -2.8703 1.0173 0.0 0.0 -0.1
C -3.4462 -3.6705 0.6039 0.0 0.0 0.0
C -4.6349 -3.6624 1.3141 0.0 0.0 0.0
C -4.7747 -2.8633 2.4426 0.0 0.0 0.0
C -3.7139 -2.0745 2.8570 0.0 0.0 0.0
C -2.5175 -2.0789 2.1503 0.0 0.0 0.0
C -0.3381 -4.2259 0.4556 0.1 0.1 -0.1
C -0.0404 -4.5725 1.7739 0.0 0.0 0.0
C 0.6832 -5.7197 2.0529 0.0 0.0 0.0
C 1.0924 -6.5487 1.0176 0.0 0.0 0.0
C 0.7786 -6.2201 -0.2918 0.0 0.0 0.0
C 0.0749 -5.0577 -0.5789 -0.1 0.0 0.0
H 0.6053 -2.1760 1.1335 -0.1 -0.2 -0.1
H -3.3415 -4.2894 -0.2765 0.0 0.0 0.0
H -5.4547 -4.2874 0.9856 0.0 0.0 0.0
H -5.7044 -2.8631 2.9962 0.0 0.0 0.0
H -3.8086 -1.4519 3.7380 0.0 0.0 0.0
H -1.6977 -1.4543 2.4785 -0.1 0.0 0.0
H -0.4004 -3.9514 2.5876 0.0 0.0 0.0
H 0.9042 -5.9821 3.0788 0.0 0.0 0.0
H 1.6404 -7.4562 1.2332 0.0 0.0 0.0
H 1.0697 -6.8781 -1.1008 0.0 0.0 0.0
H -0.1937 -4.8317 -1.6015 0.0 0.0 0.0
F 6.1433 -4.9684 -1.1557 0.0 0.0 0.0
C 5.2868 -3.9607 -1.3747 0.0 0.0 0.0
C 5.7924 -2.7211 -1.7138 0.0 0.0 0.0
C 4.8985 -1.6830 -1.9334 0.0 0.0 0.0
C 3.5276 -1.8945 -1.8153 0.2 0.0 0.0
C 3.0545 -3.1573 -1.4706 0.0 0.0 0.1
C 3.9321 -4.2046 -1.2474 0.0 0.0 0.0
Sb 2.1100 -0.3832 -2.1653 0.1 -0.6 -0.2
C 1.5686 -0.6038 -4.1794 0.0 -0.1 -0.1
C 2.5469 -0.6588 -5.1726 0.0 0.0 0.0
C 2.1922 -0.8423 -6.4977 0.0 0.0 0.0
C 0.8492 -0.9755 -6.8033 0.0 0.0 0.0
F 0.5007 -1.1543 -8.0851 0.0 0.0 0.0
C -0.1428 -0.9367 -5.8443 0.1 0.0 0.0
C 0.2257 -0.7496 -4.5196 0.0 0.0 0.0
C 3.2474 1.3811 -2.1730 0.0 0.1 -0.1
C 3.0738 2.2784 -3.2251 0.0 0.0 0.0
C 3.7595 3.4838 -3.2480 0.0 0.0 0.0
C 4.6173 3.7690 -2.2038 0.0 0.0 0.0
F 5.2796 4.9352 -2.2127 0.0 0.0 0.0
C 4.8213 2.8993 -1.1488 0.0 0.0 0.0
C 4.1261 1.7005 -1.1388 0.0 0.0 0.0
H 6.8615 -2.5838 -1.7992 0.0 0.0 0.0
H 5.2861 -0.7061 -2.1976 0.0 0.0 0.0
H 1.9909 -3.3361 -1.3658 -0.1 0.0 0.0
H 3.5866 -5.1911 -0.9731 0.0 0.0 0.0
H 3.5977 -0.5614 -4.9226 0.0 0.0 0.0
H 2.9280 -0.8887 -7.2885 0.0 0.0 0.0
H -1.1766 -1.0595 -6.1355 0.0 0.0 0.0
H -0.5404 -0.7369 -3.7568 0.0 0.0 0.0
H 2.3948 2.0486 -4.0376 0.0 0.0 0.0
H 3.6389 4.1938 -4.0545 0.0 0.0 0.0
H 5.5097 3.1656 -0.3586 0.0 0.0 0.0
H 4.2786 1.0216 -0.3093 0.0 0.0 0.0
```
Forces are in eV/Å.

Here are the Löwdin charges for atoms 1 to 4, given in e: number 1, Ir, carries 0.78; number 2, S, carries 0.39; number 3, P, carries 0.54; number 4, C, carries -0.69



Question: Which of these has the highest total energy?
Answer: C57H43F3IrO3P2S2Sb



Question: total energy of number 2 (C57H43F3IrO3P2S2Sb)?
Answer: -4546.72574 hartree